a) The following is a DFT calculation (ωB97M-V/def2-TZVPD) of a structure of composition C35H39AgBCl2N5O4.

molecular weight	783.31	g mol⁻¹
gap between HOMO and LUMO	0.1931	Ha
total charge	-2

Last column: Mulliken charge in e.
Atoms and positions in Å:
Ag 0.13 -1.41 1.03  -0.233
C 3.84 -1.40 -0.81  -1.293
N 2.72 -0.69 -0.23  0.476
C 2.96 0.41 0.37  -0.714
C 1.97 1.25 0.96  0.443
C 2.14 2.52 1.52  -0.928
C 0.86 2.95 1.90  -0.775
C -0.01 1.90 1.56  -1.035
N 0.65 0.88 1.00  0.988
C 3.72 -1.44 -2.32  0.510
C 2.49 -1.68 -2.92  0.204
C 2.39 -1.71 -4.30  -0.612
C 3.50 -1.50 -5.10  -0.461
C 4.73 -1.26 -4.51  -0.533
C 4.84 -1.23 -3.12  -0.598
H 3.83 -2.43 -0.42  0.302
H 4.81 -0.95 -0.54  0.321
H 4.00 0.78 0.43  0.157
H 3.07 3.06 1.60  0.468
H 0.59 3.90 2.34  0.379
H -1.08 1.85 1.68  0.463
H 1.62 -1.83 -2.29  0.407
H 1.42 -1.87 -4.76  0.412
H 3.41 -1.51 -6.18  0.358
H 5.61 -1.08 -5.12  0.347
H 5.80 -1.03 -2.66  0.292
Cl -2.14 3.47 -5.61  -0.212
C -3.51 4.06 -4.73  0.864
C -4.33 4.99 -5.36  -0.614
C -5.50 5.41 -4.76  -0.379
C -5.85 4.89 -3.52  -0.611
C -5.02 3.99 -2.89  0.361
Cl -5.48 3.37 -1.34  -0.205
C -3.79 3.54 -3.44  -0.487
N -3.00 2.64 -2.81  0.314
C -1.60 2.78 -2.64  0.086
C -0.97 4.02 -2.71  0.024
C 0.39 4.12 -2.48  -0.984
C 1.13 2.99 -2.16  -0.533
C 0.50 1.76 -2.08  -0.024
C -0.87 1.63 -2.32  0.179
C -1.54 0.29 -2.24  -0.909
C -2.42 0.07 -0.98  0.301
O -3.37 0.90 -0.81  -0.940
O -2.17 -0.94 -0.29  -0.598
H -4.04 5.35 -6.34  0.382
H -6.14 6.13 -5.25  0.338
H -6.76 5.19 -3.03  0.371
H -3.40 2.01 -2.06  0.224
H -1.56 4.90 -2.93  0.519
H 0.86 5.10 -2.53  0.323
H 2.18 3.07 -1.93  0.388
H 1.06 0.88 -1.78  0.081
H -0.80 -0.52 -2.27  -0.036
H -2.21 0.19 -3.10  0.551
C -2.21 -4.16 1.35  -0.319
N -1.67 -4.65 0.08  -0.001
C -2.64 -5.32 -0.78  -1.000
C -0.82 -3.82 -0.54  0.440
N -0.09 -3.08 -1.02  -0.601
H -2.47 -5.01 1.98  0.376
H -3.11 -3.55 1.18  0.298
H -1.47 -3.53 1.84  -0.277
H -3.01 -6.20 -0.27  0.298
H -2.15 -5.62 -1.71  0.364
H -3.48 -4.66 -1.02  0.317
C 0.42 -3.32 5.98  -2.172
C 0.35 -1.91 5.39  1.817
C -0.38 -0.99 6.35  -1.952
O -0.38 -1.99 4.16  -0.323
B 0.52 -2.03 3.06  0.007
O 1.82 -1.94 3.60  -0.176
C 1.74 -1.40 4.92  2.053
C 1.78 0.13 4.79  -1.862
C 2.92 -1.89 5.75  -2.021
H -0.60 -3.70 6.09  0.508
H 0.91 -3.33 6.95  0.334
H 0.96 -3.98 5.29  0.379
H -1.34 -1.44 6.63  0.475
H -0.57 -0.02 5.89  0.353
H 0.21 -0.84 7.26  0.322
H 0.95 0.49 4.19  0.243
H 2.70 0.41 4.27  0.527
H 1.77 0.62 5.77  0.327
H 2.99 -2.97 5.73  0.366
H 2.83 -1.55 6.79  0.302
H 3.83 -1.47 5.33  0.480

b) The following is a DFT calculation (ωB97M-V/def2-TZVPD) of a structure of composition C35H39AgBCl2N5O4.

molecular weight	783.31	g mol⁻¹
gap between HOMO and LUMO	0.1988	Ha
total charge	-2

Last column: Mulliken charge in e.
Atoms and positions in Å:
Ag 0.62 -0.47 -0.03  -0.380
C 3.85 1.30 -0.52  -1.347
N 2.50 1.03 -0.95  0.341
C 1.94 1.86 -1.74  -0.120
C 0.62 1.68 -2.26  0.399
C -0.07 2.53 -3.13  -0.946
C -1.32 1.94 -3.33  -0.401
C -1.31 0.77 -2.57  -0.842
N -0.15 0.59 -1.93  -0.072
C 4.83 0.48 -1.33  0.626
C 5.85 1.07 -2.07  -0.475
C 6.72 0.30 -2.83  -0.490
C 6.57 -1.08 -2.87  -0.364
C 5.55 -1.67 -2.14  -0.504
C 4.68 -0.91 -1.38  -0.116
H 3.93 0.99 0.53  0.219
H 4.12 2.36 -0.57  0.482
H 2.45 2.79 -2.04  0.222
H 0.29 3.48 -3.52  0.375
H -2.14 2.32 -3.93  0.426
H -2.12 0.05 -2.45  0.416
H 5.96 2.15 -2.05  0.310
H 7.51 0.78 -3.40  0.339
H 7.24 -1.68 -3.47  0.339
H 5.41 -2.75 -2.19  0.373
H 3.86 -1.36 -0.85  0.230
Cl -5.56 3.75 -2.18  -0.167
C -6.56 3.33 -0.82  0.769
C -7.73 2.65 -1.10  -0.614
C -8.50 2.13 -0.08  -0.377
C -8.08 2.29 1.23  -0.549
C -6.93 3.00 1.50  0.494
Cl -6.48 3.21 3.16  -0.228
C -6.12 3.57 0.49  -0.848
N -4.97 4.22 0.88  0.271
C -4.41 5.33 0.27  0.460
C -5.21 6.24 -0.43  -0.297
C -4.67 7.35 -1.05  -0.530
C -3.31 7.59 -0.96  -0.815
C -2.53 6.74 -0.19  -0.580
C -3.04 5.63 0.47  0.638
C -2.14 4.92 1.47  -1.624
C -1.82 3.39 1.35  1.180
O -2.79 2.60 1.51  -1.044
O -0.63 3.10 1.20  -0.753
H -8.00 2.50 -2.14  0.396
H -9.41 1.58 -0.31  0.343
H -8.65 1.88 2.05  0.389
H -4.22 3.53 1.34  0.329
H -6.28 6.06 -0.49  0.451
H -5.31 8.02 -1.61  0.359
H -2.86 8.44 -1.47  0.350
H -1.47 6.95 -0.06  0.316
H -2.60 5.04 2.46  0.395
H -1.19 5.44 1.48  0.280
C 0.03 -4.31 1.10  -0.558
N 0.83 -4.62 -0.08  0.099
C 0.64 -5.92 -0.69  -0.963
C 1.19 -3.58 -0.84  0.471
N 1.44 -2.55 -1.29  -0.478
H 0.37 -4.91 1.95  0.309
H -1.03 -4.52 0.91  0.295
H 0.14 -3.25 1.34  -0.186
H 0.95 -6.70 0.00  0.281
H 1.25 -5.99 -1.59  0.358
H -0.41 -6.09 -0.96  0.304
C -0.44 -1.29 5.25  -2.359
C -0.33 -0.18 4.20  2.199
C -1.46 0.83 4.41  -1.652
O -0.53 -0.79 2.92  -0.309
B 0.60 -0.66 2.11  0.069
O 1.64 -0.12 2.89  -0.221
C 1.10 0.46 4.09  2.010
C 1.08 1.97 3.88  -1.659
C 2.04 0.12 5.24  -2.187
H -1.42 -1.76 5.14  0.551
H -0.34 -0.91 6.26  0.302
H 0.32 -2.06 5.08  0.370
H -2.41 0.29 4.48  0.478
H -1.53 1.50 3.55  0.135
H -1.31 1.41 5.32  0.271
H 0.49 2.24 3.00  0.071
H 2.10 2.30 3.70  0.488
H 0.70 2.50 4.76  0.294
H 2.18 -0.95 5.34  0.366
H 1.66 0.52 6.19  0.341
H 3.01 0.58 5.04  0.475

a) is favored, and the nearest alternative lies 0.741 eV above it.

a) The following is a DFT calculation (ωB97M-V/def2-TZVPD) of a cluster of 2 separate species, C10H16O in total.

molecular weight	152.24	g mol⁻¹
SMILES string	Cc1ccc(O)cc1.CCC
gap between HOMO and LUMO	0.3473	Ha
total charge	0

Last column: Mulliken charge in e.
Atoms and positions in Å:
C -0.90 2.47 -0.98  -1.363
C -0.54 1.07 -1.39  0.188
C 0.76 0.61 -1.18  -0.095
C 1.17 -0.62 -1.69  -0.629
C 0.24 -1.45 -2.30  0.773
O 0.72 -2.66 -2.78  -0.556
C -1.09 -1.08 -2.37  -0.720
C -1.45 0.18 -1.90  -0.385
H -1.96 2.68 -1.05  0.358
H -0.42 3.17 -1.66  0.363
H -0.62 2.66 0.05  0.259
H 1.51 1.14 -0.61  0.457
H 2.19 -0.97 -1.69  0.371
H 0.26 -2.85 -3.61  0.309
H -1.80 -1.69 -2.90  0.335
H -2.46 0.54 -2.04  0.341
C -0.44 0.55 2.03  -0.955
C 0.70 -0.50 2.06  -0.031
C 1.00 -1.08 3.47  -1.168
H -1.30 0.31 1.42  0.289
H 0.01 1.49 1.72  0.015
H -0.81 0.81 3.03  0.475
H 0.42 -1.26 1.34  0.183
H 1.58 -0.03 1.66  0.237
H 1.80 -0.49 3.92  0.294
H 0.18 -0.86 4.10  0.326
H 1.24 -2.13 3.37  0.327

b) The following is a DFT calculation (ωB97M-V/def2-TZVPD) of a cluster of 2 separate species, C10H16O in total.

molecular weight	152.24	g mol⁻¹
SMILES string	Cc1ccc(O)cc1.CCC
gap between HOMO and LUMO	0.3413	Ha
total charge	0

Last column: Mulliken charge in e.
Atoms and positions in Å:
C -2.15 -0.07 1.11  -1.515
C -1.50 0.51 -0.09  0.398
C -1.49 -0.23 -1.29  -0.095
C -0.76 0.21 -2.44  -0.767
C 0.04 1.32 -2.28  0.982
O 0.67 1.79 -3.41  -0.548
C -0.06 2.17 -1.23  -0.553
C -0.91 1.79 -0.21  -0.403
H -2.35 -1.23 0.93  0.316
H -3.24 0.18 1.12  0.399
H -1.80 0.22 2.08  0.309
H -1.89 -1.24 -1.29  0.274
H -0.42 -0.40 -3.32  0.188
H 0.60 1.27 -4.21  0.295
H 0.51 3.08 -1.27  0.420
H -0.91 2.40 0.68  0.296
C 1.85 0.19 1.05  -0.655
C 1.92 -1.44 1.02  -0.410
C 0.76 -1.97 1.88  -0.745
H 1.66 0.28 2.12  0.333
H 0.87 0.33 0.66  -0.122
H 2.77 0.77 0.84  0.341
H 1.77 -1.66 -0.03  0.321
H 2.84 -1.67 1.55  0.344
H 0.70 -3.12 1.79  0.321
H 0.68 -1.74 2.94  0.311
H -0.14 -1.72 1.32  -0.033

c) The following is a DFT calculation (ωB97M-V/def2-TZVPD) of a cluster of 2 separate species, C10H16O in total.

molecular weight	152.24	g mol⁻¹
SMILES string	Cc1ccc(O)cc1.CCC
gap between HOMO and LUMO	0.3380	Ha
total charge	0

Last column: Mulliken charge in e.
Atoms and positions in Å:
C 2.06 0.92 -1.99  -1.490
C 0.72 0.24 -1.88  0.391
C 0.52 -1.00 -2.50  -0.474
C -0.72 -1.60 -2.51  -0.536
C -1.75 -1.10 -1.72  0.880
O -2.96 -1.71 -1.81  -0.553
C -1.52 0.04 -0.98  -0.581
C -0.32 0.74 -1.13  -0.449
H 1.96 2.00 -1.85  0.361
H 2.49 0.74 -2.97  0.449
H 2.76 0.55 -1.24  0.267
H 1.36 -1.48 -2.99  0.399
H -0.87 -2.52 -3.08  0.375
H -3.58 -1.36 -1.15  0.294
H -2.25 0.43 -0.27  0.310
H -0.24 1.74 -0.73  0.348
C -1.05 0.18 2.83  -0.812
C 0.42 0.21 3.20  -0.266
C 1.33 0.51 2.00  -1.082
H -1.23 -0.19 1.81  0.027
H -1.66 -0.51 3.42  0.361
H -1.57 1.15 2.85  0.292
H 0.75 -0.75 3.58  0.278
H 0.56 0.99 3.95  0.258
H 1.29 -0.25 1.22  0.270
H 2.36 0.52 2.35  0.409
H 1.13 1.50 1.59  0.272

d) The following is a DFT calculation (ωB97M-V/def2-TZVPD) of a cluster of 2 separate species, C10H16O in total.

molecular weight	152.24	g mol⁻¹
SMILES string	Cc1ccc(O)cc1.CCC
gap between HOMO and LUMO	0.3380	Ha
total charge	0

Last column: Mulliken charge in e.
Atoms and positions in Å:
C 1.55 3.23 -0.02  -1.391
C 0.83 2.04 -0.58  0.714
C 1.22 1.37 -1.74  -0.553
C 0.54 0.25 -2.22  -0.532
C -0.75 0.00 -1.73  0.752
O -1.52 -1.01 -2.24  -0.536
C -1.17 0.65 -0.57  -0.332
C -0.40 1.70 -0.05  -0.639
H 1.34 3.33 1.04  0.361
H 1.36 4.18 -0.54  0.297
H 2.62 3.12 -0.20  0.350
H 2.16 1.53 -2.26  0.303
H 1.08 -0.36 -2.93  0.396
H -2.38 -1.01 -1.78  0.301
H -2.02 0.24 -0.05  0.184
H -0.84 2.25 0.77  0.310
C -1.16 -3.03 2.53  -1.200
C -0.28 -1.82 2.59  0.411
C 1.24 -2.06 2.47  -1.161
H -0.89 -3.71 1.72  0.309
H -2.18 -2.69 2.31  0.344
H -1.30 -3.53 3.49  0.341
H -0.53 -1.11 1.78  -0.271
H -0.50 -1.18 3.45  0.286
H 1.86 -1.24 2.84  0.331
H 1.47 -3.01 2.95  0.343
H 1.49 -2.15 1.42  0.279

c) is favored, and the nearest alternative lies 0.317 eV above it.